1.
A structure of composition C32H36Cl3FN5OPtSSi, computed with ωB97M-V/def2-TZVPD.

Cartesian coordinates (Å):
Pt -0.130186 0.347701 0.283892
C -6.338318 -2.034709 1.334525
C -4.857501 -1.786324 1.402434
C -4.238951 -1.481043 2.612159
C -2.881426 -1.219011 2.672977
C -2.092826 -1.281110 1.534463
N -0.683069 -1.080048 1.617899
C 0.001888 -2.327192 1.606456
C -0.705109 -3.517083 1.867439
C -0.099218 -4.756183 1.942706
C 1.262124 -4.915527 1.730210
C 1.933568 -6.258979 1.778036
C 1.977129 -3.762288 1.466026
C 1.383654 -2.503952 1.441578
N 2.271435 -1.417378 1.209728
C 3.577324 -1.352905 1.533310
C 4.106283 -0.239928 0.920681
C 3.031313 0.332736 0.244444
N 1.928015 -0.385261 0.427534
C -2.701203 -1.644914 0.331266
C -4.069720 -1.856898 0.259255
N -1.910150 -1.867618 -0.836559
C -2.141994 -2.784231 -1.799354
C -1.141169 -2.679064 -2.734408
C -0.314817 -1.658362 -2.255672
N -0.782967 -1.179497 -1.114593
H -6.586153 -3.005405 1.767499
H -6.696843 -2.024079 0.306592
H -6.886215 -1.277066 1.894193
H -4.834009 -1.424155 3.515443
H -2.400987 -0.985513 3.614697
H -1.766814 -3.476687 2.049699
H -0.714726 -5.620400 2.161490
H 1.198762 -7.061214 1.818724
H 2.571649 -6.347199 2.658908
H 2.560575 -6.419178 0.900285
H 3.035314 -3.835327 1.249136
H 4.027693 -2.091142 2.172353
H 5.120166 0.113795 0.973012
H 2.992318 1.221766 -0.358346
H -4.532967 -2.067660 -0.696670
H -2.979217 -3.456270 -1.732787
H -1.017345 -3.266266 -3.626249
H 0.589967 -1.251039 -2.673073
F 0.984472 4.403319 4.768562
C 0.750254 3.511326 3.791916
C 1.517311 3.557359 2.645797
C 1.264474 2.635802 1.638709
C 0.264530 1.678357 1.768882
C -0.480123 1.658227 2.944324
C -0.247078 2.573946 3.961121
H 2.296941 4.301361 2.550910
H 1.862109 2.690558 0.740900
H -1.258028 0.921887 3.085735
H -0.828468 2.565329 4.873080
C 3.043540 0.215015 -3.320165
C 2.818828 1.710847 -3.504171
C 1.358189 2.076687 -3.782739
S 0.352779 2.564132 -2.368972
O 0.726843 1.492140 -1.321856
C 1.193154 4.077674 -1.847512
C 0.524897 5.335072 -2.402655
C 0.541433 5.460056 -3.921427
H 4.100904 -0.001981 -3.169109
H 2.715288 -0.336959 -4.203176
H 2.500246 -0.154540 -2.452734
H 3.413810 2.066721 -4.346602
H 3.189291 2.251435 -2.630140
H 0.814526 1.238685 -4.224536
H 1.264255 2.919240 -4.468985
H 2.244318 4.015234 -2.131539
H 1.116515 4.046661 -0.761360
H 1.056478 6.181209 -1.962738
H -0.500487 5.389207 -2.035621
H 0.111871 6.413067 -4.225820
H 1.558398 5.414224 -4.317689
H -0.053971 4.680904 -4.402368
Cl -2.904650 1.177246 -1.802162
Si -2.097114 1.621491 0.040336
Cl -1.629245 3.632098 -0.031792
Cl -3.651766 1.599073 1.354256

Forces on atoms 1 to 2 (eV/Å):
-0.145 -0.180 -0.295
0.001 0.003 0.002

Calculated values
* HOMO energy (alpha / beta): -10.3653 / -10.3654 eV
* energy relative to the best compared isomer or geometry (same formula, charge and spin): 0.0 kJ/mol
* lowest unoccupied orbital energy (alpha / beta): -2.917 / -2.917 eV
* Kohn-Sham gap (alpha / beta): 7.448 / 7.449 eV
* total energy: -3877.4180 hartree
* total charge: +1



2.
A structure of composition C32H36GeInN8S3Se, computed with ωB97M-V/def2-TZVPD.

Cartesian coordinates (Å):
In 1.008866 -0.561825 -0.277140
C -0.230986 -4.844154 0.667831
C -0.018157 -3.369373 0.571418
N 0.987974 -2.822611 -0.002314
N 1.937453 -3.566480 -0.603479
C 3.031129 -2.890548 -0.911265
N 3.979449 -3.586140 -1.549749
S 3.409478 -1.227624 -0.536969
C -0.984898 -2.425687 1.187681
C -2.084537 -2.870950 1.905990
C -2.909139 -1.947014 2.528334
C -2.623347 -0.597764 2.420106
C -1.527191 -0.224634 1.666547
N -0.734751 -1.111220 1.068632
H 0.602299 -5.361221 0.203604
H -0.307164 -5.157082 1.710497
H -1.155988 -5.132710 0.164253
H 3.820176 -4.557725 -1.757541
H 4.839537 -3.145460 -1.819463
H -2.285289 -3.928773 1.986258
H -3.767898 -2.282729 3.093801
H -3.241908 0.153835 2.887792
H -1.267367 0.817707 1.528964
S 0.598820 1.495499 -1.667503
C 0.554313 0.275298 -2.891476
N 0.549930 -0.984134 -2.542390
C 0.545883 -1.832392 -3.644665
C 0.499916 -3.224226 -3.618328
C 0.472839 -3.903404 -4.820108
C 0.493635 -3.219810 -6.040147
C 0.537544 -1.839473 -6.077915
C 0.560843 -1.155590 -4.868153
S 0.570321 0.563458 -4.591528
H 0.496291 -3.749013 -2.672862
H 0.433843 -4.984631 -4.819873
H 0.472364 -3.777283 -6.966620
H 0.548183 -1.307548 -7.019876
C -3.018210 1.639755 -4.589656
Ge -4.075508 0.005841 -4.429255
C -3.009398 -1.560632 -4.891008
C -5.666359 0.144363 -5.551402
C -4.636338 -0.271829 -2.562000
Se -3.179229 -0.134581 -1.266185
C -3.251920 1.790256 -1.010208
H -2.607601 1.711379 -5.597696
H -2.186370 1.636546 -3.884780
H -3.635018 2.521303 -4.410786
H -2.522076 -1.442887 -5.859103
H -3.639219 -2.450345 -4.932570
H -2.237275 -1.718307 -4.135745
H -5.387306 0.256459 -6.599328
H -6.256811 1.014044 -5.261157
H -6.293218 -0.742574 -5.457931
H -5.014542 -1.289926 -2.457062
H -5.429199 0.400482 -2.234538
H -3.033587 2.312531 -1.936900
H -2.490950 2.049637 -0.276381
H -4.231948 2.077349 -0.635227
N 2.674324 4.397574 5.093564
C 3.289405 4.757420 6.273753
C 3.328743 5.953597 6.987271
C 4.061930 5.945942 8.153719
C 4.735092 4.791908 8.599431
C 4.691731 3.614605 7.888719
C 3.952687 3.600622 6.702561
N 3.742202 2.571845 5.804865
C 2.985433 3.081034 4.873216
C 2.520249 2.315869 3.714603
C 1.709828 2.857039 2.720359
C 1.315103 2.059669 1.665942
N 1.679887 0.780867 1.548508
C 2.469545 0.259129 2.498598
C 2.902988 0.981755 3.587231
H 2.106165 4.992776 4.518972
H 2.814794 6.843197 6.648390
H 4.124015 6.850284 8.743982
H 5.297957 4.839350 9.521692
H 5.207492 2.725339 8.224139
H 1.381399 3.886805 2.742703
H 0.691415 2.464071 0.876985
H 2.768349 -0.772363 2.358888
H 3.538887 0.536232 4.338483

Forces on atoms 1 to 2 (eV/Å):
0.450 0.069 -0.041
0.007 0.024 -0.011

Calculated values
* HOMO energy: -10.0923 eV
* energy relative to the best compared isomer or geometry (same formula, charge and spin): 0.0 kJ/mol
* lowest unoccupied orbital energy: -3.191 eV
* Kohn-Sham gap: 6.901 eV
* total energy: -7542.0501 hartree
* total charge: +1



3.
The ion C32H36NO4 with charge +1 in a non-equilibrium geometry, computed with ωB97M-V/def2-TZVPD.

Cartesian coordinates (Å):
C -0.450370 2.721144 7.639630
C -0.878406 1.283227 7.370434
O 0.159537 0.514494 6.778086
C 0.446942 0.628092 5.477466
C 1.536542 -0.137337 5.030845
C 1.929536 -0.106128 3.718238
C 1.237775 0.670069 2.775425
C 1.645455 0.682905 1.384105
C 2.986813 0.498646 1.006412
C 3.359181 0.425775 -0.313144
C 4.800125 0.271195 -0.671489
N 2.424990 0.530638 -1.296536
C 2.762898 0.094921 -2.642721
C 2.712099 -1.445013 -2.723715
C 1.323015 -1.940837 -2.437227
C 0.374244 -2.017731 -3.443472
C -0.903889 -2.443095 -3.149787
C -1.287659 -2.784788 -1.854703
O -2.589407 -3.142067 -1.727898
C -3.041518 -3.888546 -0.615341
C -0.332962 -2.684380 -0.821119
O -0.732847 -2.959090 0.460031
C 0.233548 -3.030579 1.478820
C 0.955342 -2.275625 -1.139456
C 1.134573 0.833758 -0.983853
C 0.145436 1.143257 -2.016644
C -1.125472 0.574932 -1.956040
C -2.086839 0.860396 -2.902092
C -1.813308 1.762173 -3.932795
O -2.644114 2.102006 -4.926202
C -3.967379 1.586987 -4.977125
C -4.908221 2.310794 -4.021136
C -0.554174 2.381582 -3.960918
C 0.406510 2.075093 -3.029700
C 0.743032 0.897196 0.341685
C 0.142589 1.415899 3.222137
C -0.241151 1.411258 4.544992
H -0.218263 3.244741 6.715104
H 0.433943 2.730415 8.271395
H -1.251071 3.247668 8.150398
H -1.783646 1.246056 6.754207
H -1.081444 0.772849 8.314923
H 2.054524 -0.748055 5.752550
H 2.758885 -0.722496 3.405918
H 3.748748 0.430988 1.765307
H 5.002455 -0.664305 -1.188306
H 5.123606 1.088338 -1.315795
H 5.405695 0.294307 0.229788
H 2.031379 0.490405 -3.343602
H 3.750502 0.463313 -2.917610
H 3.009060 -1.729402 -3.733319
H 3.416464 -1.890875 -2.020777
H 0.635286 -1.762331 -4.458617
H -1.649387 -2.528768 -3.923415
H -2.416279 -4.766584 -0.442955
H -4.048723 -4.208312 -0.879765
H -3.075804 -3.283944 0.292730
H 1.020106 -3.752200 1.239383
H -0.303150 -3.366266 2.364558
H 0.680248 -2.050876 1.683501
H 1.697860 -2.216502 -0.357569
H -1.352763 -0.135710 -1.177680
H -3.042176 0.367879 -2.828287
H -3.965514 0.507210 -4.790785
H -4.280931 1.760660 -6.009314
H -4.602802 2.172787 -2.986604
H -4.910119 3.375261 -4.240698
H -5.916124 1.925886 -4.144519
H -0.363001 3.106611 -4.735392
H 1.352181 2.597765 -3.056250
H -0.292007 1.110500 0.550757
H -0.392242 2.050240 2.531802
H -1.077965 2.021524 4.843747

Forces on atoms 1 to 2 (eV/Å):
0.029 -0.393 -0.149
-0.292 0.433 0.263

Calculated values
* HOMO energy: -10.4629 eV
* energy relative to the best compared isomer or geometry (same formula, charge and spin): 10.0 kJ/mol
* lowest unoccupied orbital energy: -3.419 eV
* Kohn-Sham gap: 7.044 eV
* total energy: -1596.4813 hartree
* total charge: +1